w.
The following is a DFT calculation (ωB97M-V/def2-TZVPD) of a single C6H9N3 molecule.

XYZ file:
```
18
Properties=species:S:1:pos:R:3:mulliken_charge:R:1
C 1.01753 1.08035 0.13559 -0.70
N -0.98738 -1.50210 -0.11072 -0.51
N -2.06282 -0.80561 -0.23087 -0.41
C -1.89596 0.14849 0.78559 -0.42
C -1.48827 0.62332 -0.58642 -0.14
C -0.08124 0.51261 -0.82470 0.31
H -2.98406 0.37535 1.28142 0.26
H 1.53665 1.93510 -0.30689 0.32
C 0.10713 -0.91013 -0.56128 0.18
H -1.04590 -0.24008 1.50190 0.22
H 0.13776 0.94834 -1.79873 0.43
H -2.31031 1.65893 -0.74689 0.26
H 1.03854 -1.90489 1.00108 0.19
H 0.52684 1.59844 1.06512 0.24
H 1.86168 -2.26450 -0.66931 0.29
N 2.05065 -0.04059 0.37174 -0.43
H 3.17156 0.10893 -0.17875 0.30
C 1.40761 -1.32196 -0.12787 -0.39
```

Results
Gap between HOMO and LUMO ... 9.32 eV
Highest occupied orbital energy ... -0.317 Ha
SMILES ... C1NC[C@H]2C1=NN1C[C@@H]21
Lowest unoccupied orbital energy ... 0.0254 Eh
Charge ... 0
Spin multiplicity ... 1

x.
The following is a DFT calculation (ωB97M-V/def2-TZVPD) of 3 unconnected molecules or ions with the total composition C6H9N3.

XYZ file:
```
18
Properties=species:S:1:pos:R:3:mulliken_charge:R:1
C 2.15206 -1.46810 -0.85844 0.40
H -1.52290 0.32157 3.26829 0.32
H -0.90165 1.32453 -0.54354 -0.01
N -0.73124 3.22012 -3.19096 -0.38
C 1.79424 -2.47064 0.11435 -0.68
H 0.99911 -2.03004 0.71580 0.16
C -0.19907 1.37233 -1.37552 -0.36
C -0.52486 2.37026 -2.42073 0.17
C -1.56642 0.78281 2.28165 -0.88
N 2.48810 -0.71293 -1.67752 -0.42
H -2.38904 1.49778 2.26771 0.32
H -0.66675 1.37122 2.10144 0.30
H 1.46686 -3.41370 -0.32332 0.27
C -1.74795 -0.25156 1.25733 0.43
H -0.17853 0.44431 -1.94687 0.21
N -1.89975 -1.14524 0.52588 -0.43
H 2.68397 -2.77345 0.66643 0.29
H 0.74376 1.56079 -0.86204 0.30
```

Results
Gap between HOMO and LUMO ... 11.67 eV
Highest occupied orbital energy ... -0.419 Ha
SMILES ... CC#N.CC#N.CC#N
Lowest unoccupied orbital energy ... 0.0102 Eh
Charge ... 0
Spin multiplicity ... 1

Least stable = w

w.
The following is a DFT calculation (ωB97M-V/def2-TZVPD) of a single C6H9N3 molecule.

XYZ file:
```
18
Properties=species:S:1:pos:R:3:mulliken_charge:R:1
C 1.90453 -0.17954 1.42037 -0.46
N -0.10594 -1.18521 0.98050 -0.45
C 0.60500 -1.92827 1.83773 -0.38
C 1.81637 -1.26610 2.25150 -0.70
C 0.63241 -0.11681 0.60728 0.44
C -0.74766 2.01751 -1.85931 -0.73
H -1.27980 1.68164 -2.89094 0.25
H 2.56518 -1.67721 2.81087 0.45
H 2.63691 0.56986 1.23600 0.44
H -1.05814 -1.21443 -1.24842 0.31
H -2.35566 0.08131 -1.55128 0.44
N 0.38458 0.92808 -0.17074 -0.78
N -0.55516 0.82732 -0.99521 0.73
C -1.48473 -0.26115 -1.02965 -0.88
H 0.37169 2.42016 -1.95348 0.31
H -1.61691 2.71423 -1.40594 0.27
H -1.88170 -0.51912 0.02202 0.31
H 0.16902 -2.89226 1.93869 0.45
```

Results
Gap between HOMO and LUMO ... 7.82 eV
Highest occupied orbital energy ... -0.287 Ha
SMILES ... CN(C)/N=C1/C=CC=N1
Lowest unoccupied orbital energy ... 0.0003 Eh
Charge ... 0
Spin multiplicity ... 1

x.
The following is a DFT calculation (ωB97M-V/def2-TZVPD) of 2 unconnected molecules or ions with the total composition C6H9N3.

XYZ file:
```
18
Properties=species:S:1:pos:R:3:mulliken_charge:R:1
H -0.60665 1.76319 -1.28591 0.30
H 0.64883 -2.37525 -1.35790 0.29
H -3.81211 -0.05840 0.04345 0.25
C 0.40009 0.38889 -0.25081 0.34
C -1.88755 -0.94707 -0.40005 0.67
H -2.28620 0.78459 0.63194 0.26
C 1.30148 0.19454 1.87608 -0.06
C 0.25281 1.13137 -1.32855 -0.95
H 1.03574 1.09505 -2.11618 0.31
N 0.44989 -0.20328 0.83420 -0.19
H 1.11902 -0.35919 2.77433 0.39
N -1.00928 -1.78874 -0.59781 -0.21
N -0.28548 -2.04060 -1.73653 -0.43
H -0.19976 -1.43196 -2.45553 0.26
C -2.68520 -0.06995 0.06992 -0.99
C 2.29502 1.05323 1.74421 -0.80
H 2.47899 1.50985 0.85787 0.34
H 2.79035 1.35374 2.69728 0.23
```

Results
Gap between HOMO and LUMO ... 9.35 eV
Highest occupied orbital energy ... -0.320 Ha
SMILES ... C=C=NC=C.C=C=NN
Lowest unoccupied orbital energy ... 0.0240 Eh
Charge ... 0
Spin multiplicity ... 1

y.
The following is a DFT calculation (ωB97M-V/def2-TZVPD) of a single C6H9N3 molecule.

XYZ file:
```
18
Properties=species:S:1:pos:R:3:mulliken_charge:R:1
H -0.91339 -2.25885 -0.43668 0.26
H 1.45740 0.27438 1.75143 0.35
H -2.08275 -1.07879 0.08517 0.28
C 0.06221 2.51961 0.57465 -0.35
N 0.65096 1.83568 -0.30837 -0.55
H -1.32496 -2.16934 1.29292 0.42
C -0.06988 -0.60186 0.59181 0.57
C 0.71516 -0.50330 1.65399 -1.15
C -1.16770 -1.58747 0.38507 -1.16
H 1.81276 -1.49711 -2.65416 0.29
H 0.43298 3.51963 0.76985 0.28
H 0.49496 -1.06340 2.55338 0.31
C 0.83074 -0.36238 -1.43816 -0.44
N 1.50479 -1.34468 -1.69670 -0.48
H -0.99193 1.26503 -2.11181 0.26
N -0.79044 0.37988 -1.66237 -0.78
C 0.08686 0.55091 -0.59057 1.61
H -0.70775 2.12204 1.24055 0.28
```

Results
Gap between HOMO and LUMO (spin up / spin down) ... 8.04 / 8.04 eV
Highest occupied orbital energy (spin up / spin down) ... -0.283 / -0.284 Ha
SMILES ... [H]/N=C1\N[C@@]1(N=C)C(=C)C
Lowest unoccupied orbital energy (spin up / spin down) ... 0.0119 / 0.0119 Eh
Charge ... 0
Spin multiplicity ... 1

Least stable = x

w.
The following is a DFT calculation (ωB97M-V/def2-TZVPD) of a molecular structure, C5H11N4.

XYZ file:
```
20
Properties=species:S:1:pos:R:3:mulliken_spin:R:1
H -1.31160 -1.04465 1.71014 0.00
H 3.14833 -0.92370 -0.38621 0.08
C 2.19080 -0.42125 -0.25503 0.14
H -1.86547 2.26000 -1.11584 0.00
C -0.17490 -0.67454 -0.08440 0.02
H 0.12692 0.85687 -1.76050 0.00
H 0.13195 0.00681 1.95291 0.00
H -0.77666 -1.34131 -1.82918 0.00
H 2.83019 1.36948 0.95814 0.04
C 2.09293 0.98990 0.27171 0.38
N 1.18195 -1.10264 -0.31584 0.85
H -2.33497 0.69796 -0.40018 -0.01
C 0.02540 0.79814 -0.61373 0.08
H 0.21593 -1.64109 1.81648 0.00
H -1.97934 1.78396 0.52930 -0.01
C -0.35257 -0.80190 1.42999 0.04
N -1.10302 -1.41290 -0.89189 0.02
N 0.91716 1.51123 0.05897 0.24
H -1.16769 -2.44643 -0.70095 0.01
N -1.79535 1.53607 -0.37386 0.13
```

Results
Gap between HOMO and LUMO (spin up / spin down) ... 7.45 / 6.90 eV
Highest occupied orbital energy (spin up / spin down) ... -0.396 / -0.524 Ha
Lowest unoccupied orbital energy (spin up / spin down) ... -0.1222 / -0.2703 Eh
Charge ... +1
<S²> ... 2.015
Spin multiplicity ... 3

x.
The following is a DFT calculation (ωB97M-V/def2-TZVPD) of a gas-phase ion, C5H11N4 (charge +1).

XYZ file:
```
20
Properties=species:S:1:pos:R:3:mulliken_spin:R:1
H -1.90950 -1.77577 -0.05799 0.00
H 0.01002 0.41906 2.00495 0.01
H -0.46908 2.96682 -1.01853 0.00
H 2.43846 -2.06583 -0.38262 0.02
N -1.63290 -0.96779 -0.63961 0.05
H -1.46123 -1.02249 -1.68757 -0.01
H 3.31575 0.24608 0.60797 0.10
N -0.68008 2.12411 -0.57426 0.18
H -1.02785 2.35958 0.37903 0.00
H 0.32846 0.63566 -1.78161 0.00
C -0.66731 -0.37287 1.51834 0.04
H -1.71029 -0.31082 1.57968 0.00
C 2.30767 0.11279 0.12270 0.21
H -2.36203 -0.29733 -0.65262 0.00
C 1.78708 -1.23963 -0.18611 0.20
C 0.03070 0.96533 -0.72324 0.08
N 0.54631 -1.36502 -0.25557 0.29
C -0.31430 -0.27421 -0.01167 0.00
H -0.19108 -1.35943 1.69322 0.00
N 1.66121 1.22176 0.06553 0.81
```

Results
Gap between HOMO and LUMO (spin up / spin down) ... 6.56 / 7.04 eV
Highest occupied orbital energy (spin up / spin down) ... -0.364 / -0.508 Ha
Lowest unoccupied orbital energy (spin up / spin down) ... -0.1232 / -0.2487 Eh
Charge ... +1
<S²> ... 2.019
Spin multiplicity ... 3

Least stable = x

w.
The following is a DFT calculation (ωB97M-V/def2-TZVPD) of 2 unconnected molecules or ions with the total composition CHBrN4.

XYZ file:
```
7
Properties=species:S:1:pos:R:3:mulliken_charge:R:1
N 0.75790 -0.28492 0.28210 0.16
N 0.13921 -1.36148 -0.06522 -0.42
C -1.19423 0.30426 -0.03048 0.05
N -1.08858 -1.02132 -0.25119 -0.16
Br 3.47758 0.72373 -0.12448 0.23
H -2.08991 0.87842 -0.11729 0.42
N -0.00198 0.76131 0.30657 -0.26
```

Results
Gap between HOMO and LUMO (spin up / spin down) ... 5.62 / 5.22 eV
Highest occupied orbital energy (spin up / spin down) ... -0.407 / -0.398 Ha
Lowest unoccupied orbital energy (spin up / spin down) ... -0.2008 / -0.2056 Eh
Charge ... 0
Spin multiplicity ... 1

x.
The following is a DFT calculation (ωB97M-V/def2-TZVPD) of 2 unconnected molecules or ions with the total composition CHBrN4.

XYZ file:
```
7
Properties=species:S:1:pos:R:3:mulliken_charge:R:1
N -0.91541 -0.81036 1.08520 -0.40
H 0.66106 -1.84323 -2.46658 0.29
N 0.38171 -0.32312 -0.95783 -0.18
C 0.47840 -1.09788 -1.73538 -0.09
Br 0.44374 2.53308 0.84413 0.05
N -0.70672 0.26961 1.33891 0.81
N -0.34279 1.27191 1.89157 -0.47
```

Results
Gap between HOMO and LUMO ... 9.22 eV
Highest occupied orbital energy ... -0.339 Ha
Lowest unoccupied orbital energy ... -0.0001 Eh
Charge ... 0
Spin multiplicity ... 1

Least stable = w

w.
The following is a DFT calculation (ωB97M-V/def2-TZVPD) of 2 unconnected molecules or ions with the total composition C2H3F2NO2.

XYZ file:
```
10
Properties=species:S:1:pos:R:3:mulliken_charge:R:1
N -0.55194 -1.37140 0.35517 0.87
H 1.77755 0.49482 -1.50880 0.25
O -1.02359 -2.49854 0.27075 -0.54
C -1.37864 -0.30661 0.68498 0.41
H 2.22935 1.78732 -0.25003 0.29
C 1.45403 1.37155 -0.89858 -0.73
F -0.81890 0.81694 1.10604 -0.13
F -2.66447 -0.47254 0.95221 -0.14
H 0.35678 1.21367 -0.72917 0.20
O 0.61984 -1.03521 0.01743 -0.49
```

Results
Gap between HOMO and LUMO (spin up / spin down) ... 10.23 / 6.26 eV
Highest occupied orbital energy (spin up / spin down) ... -0.385 / -0.321 Ha
Lowest unoccupied orbital energy (spin up / spin down) ... -0.0092 / -0.0907 Eh
Charge ... 0
Spin multiplicity ... 1

x.
The following is a DFT calculation (ωB97M-V/def2-TZVPD) of 2 unconnected molecules or ions with the total composition C2H3F2NO2.

XYZ file:
```
10
Properties=species:S:1:pos:R:3:mulliken_charge:R:1
O -1.80068 0.81082 -1.35014 -0.53
F -0.69798 -0.75300 1.42784 -0.23
H 1.92324 0.90540 -0.70925 0.26
H 1.79103 0.12623 0.91378 0.35
C 1.51976 -0.00879 -0.04993 -0.76
C -0.53802 -0.44604 0.16115 0.47
O -1.69978 1.35547 0.75512 -0.52
N -1.47301 0.64217 -0.21198 0.92
F -0.77634 -1.59690 -0.52493 -0.25
H 1.75177 -1.03537 -0.41166 0.28
```

Results
Gap between HOMO and LUMO ... 10.34 eV
Highest occupied orbital energy ... -0.410 Ha
Lowest unoccupied orbital energy ... -0.0296 Eh
Charge ... 0
Spin multiplicity ... 1

Least stable = w